Entry 1:
13
Properties=species:S:1:pos:R:3 method="wB97M-V/def2-TZVPD" e_homo_ev=-10.0 gap_ev=9.17 smiles="FCC[Si@@H](F)N=C=S" lumo_ha=-0.0321
S 3.3877 -0.0973 1.4703
Si 0.4226 0.9020 -0.8715
F -1.5523 -0.6911 2.0279
F 0.9791 1.9990 0.3974
N 1.6865 -0.3538 -1.1190
C -1.0669 -1.0611 0.6553
C 2.5844 -0.2784 -0.0545
C -1.3077 0.2290 -0.3611
H -1.8987 1.0674 0.2399
H 0.2840 1.6828 -2.0929
H -1.9869 -0.0711 -1.2930
H -1.6252 -2.0150 0.2441
H 0.0933 -1.3123 0.7572

Entry 2:
13
Properties=species:S:1:pos:R:3 method="wB97M-V/def2-TZVPD" e_above_lowest_kj_mol=260.06 e_homo_ev=-16.4 gap_ev=12.18 lumo_ha=-0.1544 total_charge=+1
Si -0.2998 0.1569 -2.2160
F 0.9648 0.5597 -3.0173
F -1.6414 0.7201 -2.6894
O 0.2065 2.2630 0.7520
O 0.0581 0.2465 -0.4931
C -0.3517 -1.2761 -0.9858
C 0.1215 1.0976 0.8992
C 0.3840 0.2101 1.9963
H 0.4509 -0.7803 1.7927
H -0.3458 0.1771 2.7325
H 0.4066 -2.1267 -0.7532
H -1.2562 -1.6924 -0.5413
H 1.3025 0.4443 2.5233

Entry 3:
12
Properties=species:S:1:pos:R:3 method="wB97M-V/def2-TZVPD" e_above_lowest_kj_mol=39.84 e_homo_ev=-10.2 gap_ev=10.92 smiles="O=C(F)F.C=C.F" lumo_ha=0.0270
F 1.7631 -0.0973 1.0436
F 0.4521 1.6983 -0.4678
F 3.2921 0.7109 -0.2480
O 2.0166 -1.0292 -0.8841
C 2.3770 -0.2866 -0.0708
C -1.1499 -0.9189 0.0875
C -2.0173 0.0534 0.3860
H -0.9130 -1.3074 -0.9796
H -2.4948 0.8006 -0.4393
H -0.5230 -1.3596 0.9139
H -0.4325 1.6472 -0.7559
H -2.3704 0.0885 1.4144

Entry 4:
12
Properties=species:S:1:pos:R:3 method="wB97M-V/def2-TZVPD" e_above_lowest_kj_mol=677.76 e_homo_ev=-8.6 gap_ev=7.77 lumo_ha=-0.0311
Si -3.4586 1.4045 -0.9542
F 1.6152 -0.2359 -1.1465
F 1.4727 1.5432 0.2292
F -0.3344 0.5809 -0.5366
C 0.9371 0.2816 -0.0862
C 1.3167 -1.9214 0.8166
C 0.9102 -0.6823 1.0950
H 1.5646 -2.7150 1.5970
H -4.1080 2.4458 -1.7476
H 0.6732 -0.3353 2.1431
H 1.5233 -2.2943 -0.1824
H -2.1120 1.9283 -1.2273

Entry 5:
18
Properties=species:S:1:pos:R:3 method="wB97M-V/def2-TZVPD" e_above_lowest_kj_mol=156.40 e_homo_ev=-10.3 gap_ev=9.14 smiles="C=[S@@](=O)(NS(=O)(=O)C(F)F)C(F)F" lumo_ha=-0.0439
S 0.7972 -0.8248 -0.4475
S -1.2496 1.2132 0.4893
F 0.9589 2.3177 1.4071
F -0.1844 -3.3369 -0.4934
F -0.9842 -1.9736 -1.9971
F -0.7224 2.6115 2.6027
O 1.1614 -0.6005 0.9355
O -2.0770 2.4046 0.2893
O -1.9116 0.0369 0.9583
N -0.3817 0.8639 -0.8267
C 2.0688 -1.2161 -1.4304
C -0.0947 1.6838 1.9036
C -0.6324 -2.0496 -0.6920
H -1.5480 -1.7177 0.0120
H 2.8564 -0.4999 -1.2414
H 0.3514 0.8056 2.2525
H -0.0223 1.7070 -1.2642
H 1.6141 -1.4252 -2.4576

Entry 6:
22
Properties=species:S:1:pos:R:3 method="wB97M-V/def2-TZVPD" e_above_lowest_kj_mol=126.56 spin_multiplicity=3 e_homo_ev="-8.0 / -10.6" gap_ev="8.18 / 8.42" lumo_ha="0.0074 / -0.0794"
Pd -0.4785 -0.8824 -1.3659
S 1.1551 1.2789 -0.0944
S -1.3334 0.3688 1.2339
F -0.5284 1.0302 3.7133
F 2.0283 0.3042 2.2456
F 2.1064 -1.1602 0.5767
F -0.9075 -1.1371 3.4304
F -2.6107 0.2795 3.5679
F 3.5823 0.4937 0.6776
O 1.8233 2.4680 -0.4829
O -2.6621 0.5678 0.7810
O 0.7945 0.5936 -1.3922
O -0.8574 -0.9342 0.6027
N -0.3470 1.6905 0.6761
C 0.1982 -1.1558 -3.2845
C -1.3384 0.1121 3.1424
C 2.3056 0.1355 0.9331
H -0.0948 -0.2769 -3.8807
H -1.7531 0.1433 -2.0417
H -2.1063 -0.6060 -1.9665
H 1.2965 -1.2594 -3.3464
H -0.2727 -2.0540 -3.7255